1.
{
  "formula": "C7H8O3",
  "method": "ωB97M-V/def2-TZVPD",
  "elements": ["C", "C", "C", "C", "O", "C", "O", "C", "C", "O", "H", "H", "H", "H", "H", "H", "H", "H"],
  "positions_angstrom": [[2.056954, 1.405745, 0.519664], [0.877962, 0.543246, 0.227009], [0.498274, -0.011079, -0.984058], [-0.852367, -0.508045, -1.282579], [-0.672906, -1.422907, -2.319453], [-1.631223, -1.022617, -0.085769], [-0.780099, -1.674339, 0.885089], [-1.316453, -0.390845, 1.206812], [-0.129717, 0.659508, 1.347619], [-0.016748, 1.312133, 2.289280], [2.190306, 1.437910, 1.622410], [2.919648, 0.987702, 0.153816], [1.982347, 2.340126, 0.117012], [1.250202, -0.240914, -1.733079], [-1.355802, 0.436189, -1.686101], [-0.242114, -2.177097, -1.915935], [-2.592839, -1.325234, -0.360712], [-2.185425, -0.349483, 1.998976]],
  "forces_ev_per_a": [[-0.44, -2.45, 2.44], [-1.70, 0.49, -1.70], [2.03, 1.05, 3.78], [-0.13, 1.72, -0.31], [-1.10, -0.73, -0.69], [2.88, 1.66, 0.02], [-1.58, -0.37, -0.21], [-0.76, 0.73, 1.31], [-1.90, -4.46, -4.67], [0.38, 2.97, 3.95], [-0.10, 0.37, -0.75], [2.24, -1.07, -1.10], [-0.50, 2.65, -0.86], [-0.11, 0.58, -0.20], [0.00, -1.47, 0.14], [0.17, -0.44, -0.08], [-1.38, -1.12, 0.26], [2.01, -0.11, -1.35]],
  "mulliken_charge": [-1.65, 0.72, -0.59, 0.05, -0.56, -0.46, -0.44, 0.10, 0.33, -0.51, 0.34, 0.49, 0.34, 0.41, 0.26, 0.37, 0.47, 0.33],
  "homo_lumo_gap_ev": 9.6,
  "homo_ev": -9.37,
  "e_above_lowest_kcal_mol": 70.5,
  "smiles": "CC1=C[C@@H](O)[C@H]2O[C@H]2C1=O"
}

=====

2.
{
  "formula": "C5H25N2O6",
  "method": "ωB97M-V/def2-TZVPD",
  "elements": ["C", "C", "C", "C", "C", "N", "N", "H", "H", "H", "H", "H", "H", "H", "H", "H", "H", "H", "H", "H", "H", "H", "O", "H", "H", "O", "H", "H", "O", "H", "H", "O", "H", "H", "O", "H", "H", "O"],
  "positions_angstrom": [[-1.142774, 1.064750, 1.904488], [-0.630921, 0.782791, 0.437182], [-0.251155, 2.052780, -0.428633], [0.300013, 1.542174, -1.755089], [-0.510472, 1.354794, -2.818679], [0.135181, 1.069907, -3.988295], [0.582072, -0.080112, 0.639726], [-0.456776, 1.740815, 2.416235], [-1.461721, 0.164386, 2.442827], [-2.058804, 1.654980, 1.834967], [-1.366007, 0.210826, -0.076823], [0.389827, 2.745555, 0.061192], [-1.187097, 2.696791, -0.557057], [1.493855, 1.597298, -1.730659], [-1.652896, 1.218096, -2.722520], [0.878906, 1.571158, -4.123985], [-0.396461, 1.021225, -4.915079], [0.839457, -0.526919, -0.213724], [0.368386, -0.919632, 1.269565], [1.406357, 0.474207, 0.992584], [0.424338, -1.039290, -3.650183], [1.204591, -2.236541, -3.349903], [0.345054, -1.868550, -3.193480], [3.891575, -0.821892, 2.022727], [3.394054, -2.080033, 2.889576], [3.174284, -1.261546, 2.451613], [-4.323615, -0.577058, -0.768033], [-5.124474, 0.854332, -0.541501], [-4.817183, 0.050084, -0.226940], [1.463654, 1.921017, 3.457699], [2.994545, 1.358326, 3.389519], [2.130420, 1.763814, 2.854354], [0.940297, -2.776898, 3.107696], [-0.132271, -3.841462, 2.471666], [0.332908, -3.023004, 2.338458], [-0.266176, -3.157083, -0.148565], [-0.557343, -2.479945, -1.328862], [-0.353625, -2.220124, -0.444055]],
  "forces_ev_per_a": [[-0.64, 0.80, -1.57], [0.42, 1.77, 2.37], [-2.40, -1.32, -0.22], [1.08, 1.79, 1.30], [-0.03, -0.73, 1.56], [-6.20, -3.88, -3.09], [0.53, -0.31, 1.39], [0.18, -0.53, 0.25], [0.65, 0.10, -0.03], [-0.08, -0.02, -0.19], [-0.35, -0.59, -0.51], [1.00, 0.17, 0.63], [0.92, -1.20, 0.02], [-2.76, -0.39, -0.93], [2.06, 0.56, -0.28], [5.40, 3.37, -0.81], [0.68, 0.10, 2.18], [0.26, -0.43, -1.10], [0.42, 1.43, -0.72], [-1.10, -0.62, 0.15], [-0.36, 1.17, -0.37], [0.67, -0.73, 0.01], [-0.33, -0.43, 0.34], [1.08, -0.27, -0.12], [0.86, -0.09, -0.18], [-1.88, 0.37, 0.25], [-0.49, 1.02, -0.54], [-0.43, 1.81, -1.84], [0.96, -2.83, 2.37], [-1.90, 0.43, 2.37], [-3.82, 1.67, -1.92], [5.68, -2.19, -0.61], [-1.60, -1.10, -1.47], [-0.01, -0.45, 0.72], [1.59, 1.73, 0.79], [0.20, 1.11, 0.86], [-0.23, 0.86, -1.90], [-0.05, -2.13, 0.85]],
  "mulliken_charge": [-1.44, 0.14, -0.90, -0.34, 0.03, -0.57, -0.02, 0.26, 0.40, 0.43, 0.27, 0.39, 0.39, 0.23, 0.28, 0.19, 0.24, 0.44, 0.20, 0.36, 0.32, 0.31, -0.60, 0.30, 0.28, -0.58, 0.31, 0.30, -0.62, 0.30, 0.34, -0.62, 0.28, 0.29, -0.59, 0.23, 0.26, -0.51],
  "homo_lumo_gap_ev": 8.9,
  "charge": 1,
  "homo_ev": -11.40,
  "e_above_lowest_kcal_mol": 72.3
}